Molecular formula: C12H24CoI2O12
Method: DFT, ωB97M-V/def2-TZVPD

Values from the calculation:
HOMO-LUMO gap (alpha / beta): 4.5 / 2.8 eV
Expectation value of S²: 3.76
Spin multiplicity: 4
Molar mass: 673.05 g/mol
Energy above the lowest of the compared OMol25 structures with the same formula, charge and spin: 9.069 eV
Charge: 0
DFT total energy: -3352.432641 Ha

Positions of all 51 atoms, in Å:
1 Co -2.247 0.915 0.302
2 I -6.174 -1.131 -0.523
3 I -3.202 4.758 2.315
4 C -0.825 2.178 -5.648
5 O -2.049 2.841 -5.622
6 C -2.782 3.026 -4.493
7 O -2.512 2.550 -3.363
8 O -3.846 3.784 -4.836
9 C -4.655 4.380 -3.864
10 H -0.100 2.378 -4.859
11 H -0.286 2.504 -6.538
12 H -0.814 1.092 -5.744
13 H -5.316 3.616 -3.456
14 H -5.314 5.108 -4.336
15 H -4.150 4.935 -3.072
16 C -4.006 -1.977 5.991
17 O -2.678 -2.445 6.061
18 C -1.785 -2.120 5.142
19 O -1.891 -1.304 4.189
20 O -0.624 -2.835 5.329
21 C -0.298 -3.659 6.458
22 H -4.701 -2.730 6.364
23 H -4.247 -1.646 4.981
24 H -4.150 -1.083 6.598
25 H 0.421 -4.447 6.236
26 H -1.195 -4.190 6.778
27 H -0.046 -3.034 7.314
28 C 0.637 -5.078 -0.804
29 O 1.434 -4.199 -1.673
30 C 0.983 -3.002 -2.049
31 O 0.034 -2.445 -1.500
32 O 1.659 -2.459 -3.051
33 C 2.787 -3.024 -3.798
34 H 1.011 -6.101 -0.833
35 H -0.449 -5.008 -0.872
36 H 0.793 -4.807 0.241
37 H 3.304 -3.823 -3.268
38 H 3.560 -2.280 -3.989
39 H 2.392 -3.408 -4.738
40 C 5.540 2.288 -0.916
41 O 4.117 2.272 -0.817
42 C 3.437 2.513 0.350
43 O 2.236 2.271 0.560
44 O 4.181 3.128 1.238
45 C 3.617 3.601 2.524
46 H 6.062 1.496 -0.380
47 H 5.978 3.270 -0.738
48 H 5.791 2.252 -1.976
49 H 3.045 2.773 2.944
50 H 2.970 4.478 2.550
51 H 4.357 3.827 3.292

Molecular formula: C5H10O
Method: DFT, ωB97M-V/def2-TZVPD

Values from the calculation:
HOMO-LUMO gap: 10.7 eV
Molar mass: 86.13 g/mol
Energy above the lowest of the compared OMol25 structures with the same formula, charge and spin: 1.298 eV
Charge: 0
DFT total energy: -271.704925 Ha

Positions of all 16 atoms, in Å:
1 C 0.728 1.006 1.361
2 C -0.458 0.407 0.624
3 C -1.002 0.908 -0.718
4 O -1.471 -0.425 -1.018
5 C -0.463 -0.955 -0.107
6 C 0.728 -1.385 -0.941
7 H 0.965 0.459 2.285
8 H 0.540 2.045 1.668
9 H 1.637 1.017 0.750
10 H -1.364 0.330 1.246
11 H -0.229 1.215 -1.446
12 H -1.796 1.661 -0.694
13 H -0.839 -1.788 0.503
14 H 0.394 -2.209 -1.586
15 H 1.578 -1.719 -0.332
16 H 1.052 -0.567 -1.597

Molecular formula: C2HN2S3
Method: DFT, ωB97M-V/def2-TZVPD

Values from the calculation:
HOMO-LUMO gap (alpha / beta): 5.8 / 4.9 eV
Molar mass: 149.25 g/mol
Energy above the lowest of the compared OMol25 structures with the same formula, charge and spin: 4.998 eV
Charge: -1
DFT total energy: -1380.762003 Ha

Positions of all 8 atoms, in Å:
1 C 1.386 0.356 0.181
2 C -0.788 0.119 -0.890
3 N 0.861 -0.786 0.477
4 N -0.359 -0.868 -0.179
5 S -1.256 -2.247 -0.111
6 S -2.552 1.442 0.778
7 S 0.437 1.309 -0.954
8 H 2.272 0.675 0.697

Molecular formula: C12H19N2O
Method: DFT, ωB97M-V/def2-TZVPD

Values from the calculation:
HOMO-LUMO gap (alpha / beta): 7.3 / 6.5 eV
Molar mass: 207.30 g/mol
Energy above the lowest of the compared OMol25 structures with the same formula, charge and spin: 6.823 eV
Charge: +1
DFT total energy: -652.907481 Ha

Positions of all 34 atoms, in Å:
1 C -0.796 -1.916 -2.468
2 C -0.608 -1.695 -1.298
3 C -2.153 2.132 -1.114
4 C -0.953 1.512 -1.396
5 C -0.686 -0.283 2.056
6 C 1.329 -1.361 0.107
7 C 1.550 0.971 -0.943
8 C -1.021 1.157 1.642
9 C -0.255 -1.265 -0.037
10 C 0.117 1.254 -0.541
11 C -2.442 -1.453 0.667
12 C 3.459 -0.068 0.139
13 N -1.053 -1.243 1.076
14 N 1.934 0.024 0.148
15 O 0.053 1.684 0.837
16 H -0.902 -1.712 -3.560
17 H -2.863 2.356 -1.888
18 H -2.109 2.776 -0.292
19 H -0.749 1.040 -2.321
20 H 0.378 -0.409 2.282
21 H -1.338 -0.643 2.911
22 H 1.594 -1.781 1.138
23 H 1.585 -1.914 -0.725
24 H 1.678 0.535 -2.063
25 H 2.184 1.892 -0.746
26 H -1.915 1.072 1.032
27 H -1.137 1.730 2.471
28 H -2.443 -2.386 0.043
29 H -3.121 -1.477 1.527
30 H -2.742 -0.718 -0.111
31 H 3.922 -0.830 0.803
32 H 3.904 -0.314 -0.858
33 H 3.905 0.968 0.376
34 H 1.694 0.363 1.107

Molecular formula: C3H2Cl2O
Method: DFT, ωB97M-V/def2-TZVPD

Values from the calculation:
Structure (SMILES): O=C/C(Cl)=C\Cl
HOMO-LUMO gap: 9.5 eV
Molar mass: 124.95 g/mol
Energy above the lowest of the compared OMol25 structures with the same formula, charge and spin: 0.611 eV
Charge: 0
DFT total energy: -1111.104122 Ha

Positions of all 8 atoms, in Å:
1 C -0.801 -0.942 -0.011
2 C 0.383 -0.297 -0.004
3 C 0.530 1.190 -0.006
4 H -0.834 -2.026 0.010
5 H -0.400 1.708 0.026
6 O 1.605 1.741 -0.007
7 Cl -2.325 -0.161 -0.005
8 Cl 1.843 -1.214 -0.004

Molecular formula: C4H3N3O
Method: DFT, ωB97M-V/def2-TZVPD

Values from the calculation:
Structure (SMILES): N#CNc1ccon1
HOMO-LUMO gap: 9.7 eV
Molar mass: 109.09 g/mol
Energy above the lowest of the compared OMol25 structures with the same formula, charge and spin: 2.902 eV
Charge: 0
DFT total energy: -393.612756 Ha

Positions of all 11 atoms, in Å:
1 C 1.469 1.584 -1.249
2 C -0.926 -0.258 0.642
3 C -1.095 -1.589 0.708
4 C 0.293 -0.061 -0.089
5 N 2.053 2.026 -2.139
6 N 0.823 -1.196 -0.365
7 N 0.736 1.245 -0.258
8 O 0.074 -2.156 0.089
9 H -1.571 0.421 1.171
10 H -1.911 -2.032 1.189
11 H 0.054 2.017 0.301